Molecular formula: C16H32BN7O18S
Method: DFT, ωB97M-V/def2-TZVPD

Structure (XYZ):
```
75
Properties=species:S:1:pos:R:3:forces:R:3
S 2.5260 3.7571 0.5823 0.123 0.427 0.021
O -7.4125 -4.5754 -2.4051 -0.209 0.259 0.015
O -8.4233 -2.6682 -2.2565 0.093 -0.216 0.022
O -0.2751 -6.1603 -2.3814 -0.199 -0.008 0.164
O -3.4877 -3.0239 -1.2003 -0.108 0.273 0.032
O 1.7327 6.4685 -0.1617 -0.254 0.267 0.091
O -1.2522 1.4980 -0.5897 -0.106 -0.362 -0.329
O 7.9121 -3.5915 0.1380 0.051 0.281 -0.027
O 8.4125 -1.5148 -0.1985 -0.058 -0.210 0.030
O -0.3120 -0.5326 -3.0303 -0.131 -0.075 -0.096
O -1.2125 -0.7405 -4.9860 0.165 0.039 0.259
O -1.9702 3.2972 3.9087 -0.185 -0.180 0.350
O -0.8502 -1.4230 0.1135 -0.971 0.775 0.535
O 5.4439 2.0952 -0.3126 0.409 -0.350 0.084
O 6.1234 0.9910 1.4216 -0.073 0.223 -0.185
O -1.8914 -6.2605 -0.9476 0.207 0.032 -0.125
O -1.5668 -1.8052 2.3468 1.501 0.680 -0.405
O -4.4565 -1.0976 -1.0146 -0.010 -0.340 0.160
O 0.1181 6.4523 1.2761 0.182 0.034 -0.135
N -0.8506 -5.7970 -1.3733 0.043 -0.041 -0.040
N 1.1694 6.8762 0.8333 0.098 0.071 -0.108
N 7.6567 -2.4063 0.1517 0.009 -0.026 -0.004
N -1.2705 -0.6214 -3.7782 -0.113 0.042 -0.182
N 6.3133 1.6437 0.4065 0.175 0.262 -0.273
N -4.4393 -2.3137 -0.9336 -0.079 -0.100 0.128
N -8.3815 -3.8811 -2.1635 -0.080 -0.215 -0.158
C 6.3073 -2.0100 0.6373 -0.147 0.147 -0.090
C 2.3551 0.9224 1.0434 -0.347 -0.003 1.063
C -0.2363 -4.6926 -0.5875 0.114 0.181 -0.044
C -5.6850 -2.9774 -0.4697 0.017 -0.224 0.197
C 0.8440 3.4828 -0.0902 -0.324 -1.142 0.070
C -0.1345 2.9325 0.9645 0.225 -0.122 -0.653
C 3.0539 2.2492 1.4813 -0.046 -0.778 -0.327
C -0.9128 1.6699 0.5526 0.648 0.562 1.244
C -0.3179 3.4487 2.1860 -0.349 -1.035 -0.268
C -1.1686 0.6640 1.6690 0.038 0.682 -0.558
C -2.6166 -0.5823 -3.1456 -0.028 0.137 -0.265
C -1.3616 1.1937 2.8874 0.081 0.043 -0.164
C -9.6253 -4.5642 -1.7158 -0.075 -0.235 0.044
C 7.7283 1.8979 0.0272 0.171 0.119 -0.164
C -1.3088 2.7182 3.0897 1.097 -0.016 -0.508
C 1.8137 7.9873 1.5822 0.210 0.114 -0.003
B -1.1715 -0.8877 1.3411 -0.643 -0.972 -0.063
H 5.5738 -2.4817 -0.0124 0.067 -0.123 0.084
H 0.6788 -4.3815 -1.0810 -0.076 -0.076 -0.056
H -3.3708 -0.6733 -3.9213 0.118 -0.007 -0.030
H 7.7415 2.4829 -0.8867 -0.116 -0.024 0.057
H 6.2098 -2.3632 1.6606 -0.009 -0.082 -0.076
H -0.8507 -1.8186 3.0056 -0.657 -0.143 0.116
H -9.4404 -5.6329 -1.6803 0.080 0.077 -0.036
H -5.5195 -4.0495 -0.4486 0.108 0.081 -0.056
H 1.7007 1.0139 0.1615 0.585 -0.078 0.179
H 0.4838 4.4164 -0.5529 0.397 -0.222 0.514
H -2.7064 0.3688 -2.6265 0.102 -0.098 0.118
H 2.9544 2.4093 2.5693 -0.122 -0.054 -0.515
H 1.1161 8.8210 1.5942 -0.039 -0.093 0.093
H 0.2412 4.3379 2.4953 -0.553 -0.292 0.141
H 8.2039 0.9301 -0.1213 -0.032 -0.001 0.138
H -2.6717 -1.4128 -2.4545 0.153 0.059 0.023
H -0.9530 -3.8752 -0.5516 -0.007 -0.064 0.119
H 4.1324 2.1254 1.2505 -1.080 0.501 0.305
H 2.0143 7.6291 2.5888 -0.124 0.022 -0.016
H 8.1929 2.4428 0.8454 -0.017 -0.128 0.036
H 2.7345 8.2584 1.0761 -0.067 -0.088 -0.034
H -5.9044 -2.5976 0.5256 0.015 0.113 -0.083
H 6.2269 -0.9305 0.5935 0.047 -0.220 0.046
H 3.0839 0.1011 0.9137 -0.285 0.498 -0.209
H -1.1136 -0.8245 -0.6117 0.685 -0.012 0.049
H -9.8731 -4.1792 -0.7298 -0.041 0.092 -0.096
H -0.0287 -5.0764 0.4082 -0.151 0.026 -0.006
H -10.4047 -4.3282 -2.4358 0.019 0.107 0.083
H 1.6986 0.6033 1.8833 0.250 0.088 -0.554
H -1.5347 0.5230 3.7416 -0.209 0.625 -0.214
H -6.4694 -2.7178 -1.1711 0.078 0.204 0.045
H 0.9346 2.7607 -0.9257 -0.238 0.312 0.499
```
Forces are in eV/Å.

Values from the calculation:
electronic energy = -75889.72781 eV
HOMO energy = -8.367 eV
orbital gap = 7.424 eV
SMILES = CCSCC1=CC(=O)C=C(B(O)O)C1=O.C[N+](=O)[O-].C[N+](=O)[O-].C[N+](=O)[O-].C[N+](=O)[O-].C[N+](=O)[O-].C[N+](=O)[O-].C[N+](=O)[O-]
spin multiplicity = 1

---

Molecular formula: C16H32Br16
Method: DFT, ωB97M-V/def2-TZVPD

Structure (XYZ):
```
64
Properties=species:S:1:pos:R:3:forces:R:3
Br -18.2279 11.3999 20.2268 0.432 0.541 0.159
Br -12.7569 -0.2144 17.7035 0.526 -0.910 0.266
Br -18.4200 -0.0309 13.8847 0.387 0.530 -0.354
Br -15.4700 8.8918 29.7766 0.059 -0.790 0.013
Br -25.3616 1.9173 21.1296 -0.755 -0.855 -0.121
Br -7.5079 4.5527 20.6718 -0.196 -0.112 0.110
Br -17.8829 14.8658 19.0370 0.753 -0.733 -0.222
Br -17.4851 2.6926 20.7112 -0.708 0.384 -1.320
Br -10.6004 6.9609 10.9596 -0.798 0.157 0.027
Br -8.3215 4.3414 17.0613 -0.069 0.512 0.409
Br -11.3854 -4.0170 20.1459 -0.525 0.536 -0.394
Br -14.1176 10.9820 27.6508 -0.372 -0.551 -0.880
Br -15.4712 1.8271 10.6873 -0.579 -0.526 0.651
Br -14.6791 7.3210 13.2486 0.925 -0.643 -0.319
Br -15.9438 5.5875 20.9023 -0.755 0.125 -1.540
Br -28.9734 -1.0294 22.2715 0.719 0.883 -0.442
C -11.7049 -1.7669 18.3618 0.076 -0.694 0.611
C -17.5149 1.2731 12.7093 0.690 0.328 0.228
C -12.8690 6.6641 12.6758 0.272 0.867 -0.355
C -16.5835 12.4700 20.0698 0.231 -0.380 -0.454
C -26.4444 0.2976 21.5243 -0.831 -0.513 0.690
C -16.9140 5.1059 19.1934 0.091 -0.190 0.089
C -16.5733 13.3824 18.8485 0.151 -0.057 0.425
C -12.5056 7.3714 11.3433 0.120 -0.023 0.965
C -16.5117 0.5411 11.8258 -0.340 -0.052 -0.931
C -12.5302 -2.6256 19.3423 -0.114 0.983 -0.247
C -14.7404 8.2153 28.0723 -1.728 1.001 0.273
C -18.0209 4.0892 19.3346 0.262 -0.466 1.323
C -15.0012 9.2908 27.0361 1.830 0.286 0.240
C -9.0940 5.4586 18.5119 -0.382 -1.141 0.161
C -27.9661 0.5837 21.6463 0.872 0.368 0.338
C -9.2460 4.5568 19.7664 0.370 -0.117 0.030
H -18.1681 3.6688 18.3398 -0.027 -0.511 0.304
H -13.1047 7.1984 10.4493 0.113 -0.578 0.290
H -18.9684 4.4956 19.6886 0.255 -0.054 0.159
H -28.0670 1.3477 22.4172 -0.361 -0.206 0.005
H -18.2905 1.8582 12.2153 0.044 -0.605 -0.451
H -16.9814 2.0302 13.2840 -0.033 -0.403 0.546
H -15.4026 7.4228 27.7239 0.408 -0.557 0.545
H -26.2693 -0.5510 20.8629 0.320 0.555 -0.451
H -14.4496 8.9126 26.1754 -0.092 0.605 -0.390
H -28.4294 0.9578 20.7333 0.087 -0.370 0.038
H -8.4225 6.2972 18.6964 -0.106 -0.229 -0.081
H -13.6987 7.9411 28.2391 -0.287 0.087 -0.233
H -10.0316 5.8024 18.0750 -0.006 -0.064 0.342
H -16.3083 13.0004 20.9814 -0.793 0.123 0.046
H -16.2118 4.6936 18.4688 0.493 0.235 0.527
H -13.4184 -3.0587 18.8823 0.395 -0.367 -0.127
H -15.5618 13.7811 18.7710 -0.157 0.534 0.203
H -15.8041 11.7120 19.9918 -0.019 -0.005 -0.416
H -10.8188 -1.3960 18.8771 -0.264 0.347 -0.027
H -17.0143 -0.1235 11.1231 -0.036 0.234 -0.073
H -15.7718 -0.0858 12.3235 -0.123 0.508 0.390
H -12.7481 5.5826 12.7376 -0.701 0.049 -0.482
H -12.1690 7.0419 13.4210 -0.271 0.193 0.047
H -9.4708 3.5045 19.5927 0.285 0.160 -0.714
H -17.3891 5.9616 18.7137 0.400 0.481 0.455
H -16.7152 12.8722 17.8957 -0.598 -0.030 0.261
H -11.3246 -2.3907 17.5529 -0.411 0.348 -0.331
H -26.0786 -0.0194 22.5009 -0.051 0.137 -0.057
H -12.9164 -1.9770 20.1286 0.316 -0.232 0.248
H -9.9882 4.7836 20.5317 0.089 0.986 -0.259
H -12.5814 8.4378 11.5558 0.336 -0.038 -0.168
H -16.0369 9.5038 26.7713 0.178 -0.082 0.428
```
Forces are in eV/Å.

Values from the calculation:
electronic energy = -1137789.60047 eV
HOMO energy = -9.759 eV
energy relative to the best compared isomer or geometry (same formula, charge and spin) = 73.3 kcal per mole
orbital gap = 9.568 eV
SMILES = BrCCBr.BrCCBr.BrCCBr.BrCCBr.BrCCBr.BrCCBr.BrCCBr.BrCCBr
spin multiplicity = 1